Below is C41H55N8O5P2SSe2Si2Ta as an isolated structure in a non-equilibrium geometry, with properties calculated with ωB97M-V with the def2-TZVPD basis set.

Geometry as XYZ:
```
117
Properties=species:S:1:pos:R:3:forces:R:3
Ta -1.73624 -0.36435 -0.17319 -2.031 -0.347 -5.061
C -4.31503 0.15878 3.11737 0.212 -0.320 0.120
Si -4.40024 1.28110 1.60448 -0.530 0.354 -0.075
C -3.45991 2.86732 1.92059 0.399 -0.004 -0.123
C -6.19517 1.82911 1.64399 -0.086 -0.021 -0.086
C -3.97643 0.34214 -0.01221 0.435 -0.396 -0.320
C -4.42695 -1.07646 0.06055 -0.077 0.074 -0.226
C -5.65250 -1.59358 0.49067 0.040 -0.037 -0.012
C -5.85174 -2.95751 0.46800 -0.057 0.045 0.023
C -4.82872 -3.80491 0.04242 -0.051 -0.076 -0.033
C -3.64353 -3.24302 -0.35086 0.150 0.112 -0.106
N -3.46035 -1.90878 -0.36233 0.363 -0.021 0.499
Si -4.87912 1.18395 -1.47757 -0.021 -0.183 0.135
C -6.71144 0.84350 -1.46260 -0.109 0.003 -0.016
C -4.34966 0.46371 -3.12664 0.027 -0.052 -0.093
C -4.57400 3.03842 -1.41182 0.074 0.032 -0.048
H -3.19138 -0.08434 4.70930 -0.006 -0.075 0.194
H -4.41472 -0.89972 2.83632 -0.012 0.111 0.105
H -5.19766 0.42509 3.70997 0.085 -0.042 0.102
H -3.26738 2.92715 2.99517 -0.001 0.037 -0.033
H -4.08641 3.71524 1.64085 -0.018 0.006 0.019
H -2.50093 2.97459 1.40475 -0.169 -0.003 0.104
H -6.34374 2.37701 2.57806 0.049 0.000 0.025
H -6.91343 1.00806 1.63900 -0.039 0.026 0.023
H -6.45370 2.50695 0.83197 -0.018 0.061 0.045
H -6.42611 -0.92451 0.83138 -0.064 0.025 0.009
H -6.80092 -3.37262 0.78207 0.010 0.012 0.023
H -4.95403 -4.87769 0.02961 -0.006 0.004 -0.008
H -2.80807 -3.85146 -0.67396 -0.001 -0.010 0.009
H -6.92464 -0.22161 -1.57122 0.005 0.009 -0.047
H -7.15134 1.35128 -2.32668 0.015 -0.025 -0.006
H -7.22666 1.20382 -0.57908 -0.090 -0.003 -0.010
H -4.95234 -0.42765 -3.33056 -0.021 0.014 0.018
H -3.29629 0.20725 -3.17612 -0.080 -0.040 -0.029
H -4.57219 1.17401 -3.92777 -0.024 -0.041 -0.011
H -5.47524 3.54531 -1.06152 0.019 0.011 0.003
H -4.35429 3.44438 -2.40335 -0.004 0.003 0.020
H -3.77015 3.32828 -0.73187 -0.019 0.060 -0.010
Se 5.58312 -1.45112 0.68194 -0.093 -0.061 0.039
P 4.80753 0.48656 0.62856 -0.099 -0.013 0.139
C 4.72815 1.36293 2.20437 0.018 -0.021 0.071
C 3.95198 2.51574 2.33668 0.027 -0.025 0.019
C 3.91051 3.17861 3.55191 -0.003 -0.015 -0.001
C 4.64369 2.69773 4.63132 -0.017 0.009 -0.006
C 5.42176 1.55770 4.49767 -0.011 -0.029 -0.020
C 5.46369 0.88419 3.28343 0.021 0.057 0.015
C 5.64965 1.56858 -0.53764 -0.057 0.052 -0.034
C 5.69045 1.19142 -1.88005 0.028 -0.012 0.004
C 6.35410 1.98274 -2.79769 0.027 0.039 0.013
C 6.99212 3.14746 -2.37821 -0.009 -0.034 0.011
C 6.97239 3.50950 -1.04180 -0.003 -0.022 0.004
C 6.30161 2.71925 -0.11506 -0.015 0.046 -0.036
C 3.06189 0.52881 0.02829 0.233 0.042 -0.438
C 1.99087 -0.39403 -0.03485 -0.103 -0.155 0.349
N 1.06616 0.09028 -0.86877 -0.165 0.121 0.063
N 1.55933 1.24776 -1.26628 0.181 0.084 0.066
N 2.73248 1.54501 -0.77330 0.016 -0.247 0.071
P 1.64694 -2.04358 0.63838 0.494 -0.327 -0.428
Se -0.35825 -2.64447 -0.00044 0.137 -0.338 0.213
C 1.91449 -2.31942 2.38145 -0.202 0.158 0.031
C 2.78872 -1.53857 3.12752 -0.077 -0.135 0.073
C 3.00154 -1.84362 4.46084 0.003 0.012 0.003
C 2.34238 -2.91660 5.04460 0.007 0.008 0.009
C 1.44789 -3.67740 4.30422 -0.002 -0.010 -0.013
C 1.22251 -3.37739 2.97066 0.094 -0.033 0.003
C 2.72675 -3.14397 -0.30037 0.008 0.005 -0.009
C 2.94900 -2.88420 -1.65339 -0.018 0.025 0.022
C 3.79793 -3.69413 -2.38548 -0.015 -0.036 0.022
C 4.42384 -4.77360 -1.77014 -0.011 0.038 0.002
C 4.18687 -5.04539 -0.43208 -0.013 0.006 0.000
C 3.34031 -4.23134 0.30809 -0.054 -0.009 0.015
H 3.39716 2.89984 1.48880 -0.024 0.001 0.016
H 3.31024 4.07203 3.66074 0.006 0.006 -0.007
H 4.60896 3.21889 5.57888 0.005 0.003 0.000
H 5.99693 1.19194 5.33798 0.011 0.000 -0.010
H 6.06484 -0.00948 3.16273 -0.016 -0.006 0.014
H 5.22208 0.26526 -2.19521 -0.002 0.011 0.000
H 6.39238 1.68957 -3.83826 0.004 -0.004 -0.010
H 7.51925 3.76225 -3.09549 -0.002 0.001 -0.006
H 7.48249 4.40479 -0.71320 0.009 -0.004 0.003
H 6.29875 3.00129 0.92937 -0.016 0.019 -0.003
H 3.29650 -0.69943 2.69005 0.072 0.130 -0.072
H 3.68091 -1.23519 5.04289 0.007 -0.006 -0.005
H 2.52247 -3.15891 6.08351 -0.018 0.017 0.008
H 0.92135 -4.50178 4.76532 0.010 -0.011 -0.003
H 0.52144 -3.96631 2.39301 -0.013 0.010 0.032
H 2.49721 -2.01610 -2.12386 0.034 0.022 -0.001
H 3.98765 -3.48021 -3.42918 0.014 0.016 0.012
H 5.10754 -5.39359 -2.33425 -0.023 -0.016 -0.008
H 4.67382 -5.88483 0.04522 0.005 0.007 0.006
H 3.18452 -4.43191 1.35932 0.019 0.011 0.024
O 0.24404 0.02692 2.30786 0.370 -0.117 0.142
S -1.07449 0.56853 2.14245 0.072 1.105 1.688
O -3.11062 0.37024 3.86870 -0.328 0.022 0.159
O -2.02777 -0.66804 1.66782 0.605 -0.072 0.873
O -1.08764 1.21873 0.59830 0.727 0.395 0.819
N 0.93968 2.82294 -3.54573 -0.064 -0.119 0.263
C -0.50996 2.98741 -3.74325 0.172 0.143 -0.091
C -1.24423 1.72695 -3.32346 -0.167 -0.165 -0.148
N -1.56537 1.66724 -1.88853 0.152 -0.310 0.684
H 1.41282 3.71517 -3.48011 0.016 0.073 -0.036
H 1.35151 2.33270 -4.33285 0.000 0.021 0.010
H 1.23497 1.82037 -2.08251 -0.262 -0.003 -0.094
H -0.76090 3.22530 -4.77921 0.035 0.008 -0.021
H -0.84362 3.82781 -3.13226 -0.034 0.021 -0.035
H -0.65285 0.84615 -3.58799 0.013 0.043 0.007
H -2.17569 1.65397 -3.87931 0.035 0.025 0.010
H -2.40535 2.20935 -1.70939 0.037 0.054 0.002
H -0.84320 2.12432 -1.33523 -0.020 0.057 -0.150
N -0.39131 -2.61551 -3.33168 0.047 0.054 -0.077
C -1.54265 -2.01313 -3.03434 -0.140 0.004 -0.085
N -2.67588 -2.43888 -3.60127 0.031 -0.038 0.052
O -1.56676 -1.00921 -2.26120 -0.053 0.106 0.592
H -0.35913 -3.44809 -3.89622 -0.013 0.013 -0.001
H 0.40741 -2.41180 -2.75127 -0.033 -0.017 0.060
H -2.69397 -3.18716 -4.27357 0.007 0.024 0.008
H -3.51529 -1.90408 -3.44567 0.039 -0.017 -0.014
```
Positions in Å, forces in eV/Å.

HOMO level, eV: -11.97
Charge: +2
LUMO, Ha: -0.196
Energy relative to the best compared isomer or geometry (same formula, charge and spin), kcal/mol: 33.3
2S+1: 1
Calculated total energy, eV: -242974.14604

Below is a 2-piece molecular cluster, C4H9O2S overall, with properties calculated with ωB97M-V with the def2-TZVPD basis set.

Geometry as XYZ:
```
16
Properties=species:S:1:pos:R:3:forces:R:3
C 2.23504 -0.74144 1.14623 -0.253 -0.323 -0.398
C 2.12031 -0.39402 -0.36400 -0.089 -0.266 0.022
O 1.22160 0.41949 -0.68791 -0.117 0.145 0.086
O 2.91127 -1.01087 -1.10760 0.052 0.081 -0.024
H 1.75475 -1.71607 1.29620 -0.017 0.086 -0.041
H 1.71235 -0.01730 1.77098 0.250 0.082 0.105
H 3.28533 -0.88484 1.38755 0.067 0.228 0.272
C -1.34789 1.37829 1.09675 -0.171 -0.298 -0.544
C -2.12495 0.02497 -1.27383 0.339 -0.279 0.495
S -2.37670 -0.00688 0.52707 -0.377 0.238 0.138
H -1.50500 2.21692 0.42138 0.043 0.112 0.086
H -1.69077 1.64102 2.09004 0.015 0.022 0.203
H -0.30682 1.07907 1.06702 0.190 0.092 -0.016
H -3.07146 0.08205 -1.80484 -0.051 0.013 0.041
H -1.59325 -0.89174 -1.49291 0.031 -0.089 -0.422
H -1.46625 0.84042 -1.54358 0.089 0.158 -0.002
```
Positions in Å, forces in eV/Å.

HOMO level, eV: -4.05
Charge: -1
LUMO, Ha: 0.120
Energy relative to the best compared isomer or geometry (same formula, charge and spin), kcal/mol: 11.9
2S+1: 1
Calculated total energy, eV: -19225.63226

Below is an isolated molecule of C6H8N2O4 in a non-equilibrium geometry, with properties calculated with ωB97M-V with the def2-TZVPD basis set.

Geometry as XYZ:
```
20
Properties=species:S:1:pos:R:3:forces:R:3
H 0.10127 -0.87780 0.76221 0.917 0.434 0.526
N 1.05683 -0.50203 0.62217 -1.880 -0.544 -1.422
C 1.13704 -0.07649 -0.57506 1.690 0.935 1.159
O 2.31819 0.34802 -1.04276 0.097 -0.372 -0.682
C 3.49840 -0.24572 -0.27024 -2.921 1.675 0.557
O 0.12506 0.19161 -1.53833 1.014 -0.794 1.290
N -1.09592 0.05073 -0.93558 -0.447 0.601 0.033
C -1.84921 1.16221 -0.57680 0.503 -0.503 -0.214
O -1.40975 2.39254 -0.82059 -0.279 0.952 -0.420
C -2.97044 0.71699 0.02754 -0.931 1.389 0.149
C -2.85061 -0.66088 0.15765 -0.947 -2.517 1.226
C -1.67394 -1.08176 -0.39806 -1.462 0.149 0.147
O -1.01221 -2.24638 -0.36075 -1.328 -3.805 -1.046
H 4.40196 0.25415 -0.72092 -1.012 -1.131 0.507
H 3.21805 -1.31614 -0.36732 1.480 0.486 0.213
H 3.19941 0.11218 0.78319 1.411 -0.811 -1.390
H -0.45530 2.41470 -0.88611 0.362 -0.079 -0.088
H -3.85156 1.27447 0.34484 0.629 0.066 -0.078
H -3.58429 -1.26240 0.77102 1.161 0.504 -1.085
H -1.62456 -3.09990 -0.56159 1.943 3.364 0.619
```
Positions in Å, forces in eV/Å.

HOMO level, eV: -7.61
LUMO, Ha: 0.017
Energy relative to the best compared isomer or geometry (same formula, charge and spin), kcal/mol: 132.7
2S+1: 1
Calculated total energy, eV: -17517.66960

Below is an isolated molecule of C3H4OS3 in a non-equilibrium geometry, with properties calculated with ωB97M-V with the def2-TZVPD basis set.

Geometry as XYZ:
```
11
Properties=species:S:1:pos:R:3:forces:R:3
C -1.79690 0.77739 0.23827 0.411 1.353 1.212
O -0.37438 0.82124 0.08113 -0.553 0.164 0.250
C 0.27265 -0.27175 -0.16406 0.500 -0.720 -0.887
S -0.38357 -1.72989 -0.49006 -0.291 -0.033 0.089
C 1.77810 0.00068 -0.22260 -1.106 0.689 0.731
S 2.25838 1.53067 -0.40052 0.607 0.001 -0.215
S 2.75101 -1.32071 0.23461 1.607 0.309 0.056
H -2.05829 0.27670 1.16907 0.139 0.007 0.111
H -2.30584 0.28247 -0.53840 -0.327 -0.514 -1.234
H -2.03720 1.84649 0.29287 -0.294 -0.453 -0.016
H 1.89604 -2.21329 -0.20032 -0.693 -0.802 -0.097
```
Positions in Å, forces in eV/Å.

HOMO level, eV: -8.75
LUMO, Ha: -0.047
Energy relative to the best compared isomer or geometry (same formula, charge and spin), kcal/mol: 25.6
2S+1: 1
Calculated total energy, eV: -37727.61166